1.
{
  "formula": "C36H90BF4N6Na2O12",
  "method": "ωB97M-V/def2-TZVPD",
  "total_energy_ev": -92678.2472,
  "charge": 1,
  "homo_lumo_gap_ev": 6.1,
  "lumo_energy_ha": -0.1437,
  "e_above_lowest_ev": 0.000,
  "symbols": ["Na", "Na", "B", "F", "F", "F", "F", "C", "O", "C", "C", "N", "C", "C", "O", "C", "H", "H", "H", "H", "H", "H", "H", "H", "H", "H", "H", "H", "H", "H", "H", "C", "O", "C", "C", "N", "C", "C", "O", "C", "H", "H", "H", "H", "H", "H", "H", "H", "H", "H", "H", "H", "H", "H", "H", "C", "O", "C", "C", "N", "C", "C", "O", "C", "H", "H", "H", "H", "H", "H", "H", "H", "H", "H", "H", "H", "H", "H", "H", "C", "O", "C", "C", "N", "C", "C", "O", "C", "H", "H", "H", "H", "H", "H", "H", "H", "H", "H", "H", "H", "H", "H", "H", "C", "O", "C", "C", "N", "C", "C", "O", "C", "H", "H", "H", "H", "H", "H", "H", "H", "H", "H", "H", "H", "H", "H", "H", "C", "O", "C", "C", "N", "C", "C", "O", "C", "H", "H", "H", "H", "H", "H", "H", "H", "H", "H", "H", "H", "H", "H", "H"],
  "positions_angstrom": [[2.95163, -1.21117, 1.64983], [2.89722, 2.44258, 0.11793], [0.22048, 0.35973, 1.03899], [1.13428, 0.32971, 2.14776], [-1.08266, 0.54878, 1.46788], [0.60916, 1.41531, 0.13642], [0.37474, -0.87243, 0.33793], [2.97137, -2.77362, 5.13172], [2.99656, -1.83467, 4.08067], [3.37072, -0.55075, 4.48872], [4.86226, -0.35495, 4.56352], [5.43975, -0.48888, 3.21150], [6.89090, -0.41898, 3.12688], [7.51721, -1.59559, 3.80330], [8.85521, -1.64088, 3.38936], [9.55818, -2.66203, 4.05236], [3.96733, -2.95858, 5.55080], [2.59797, -3.71327, 4.73324], [2.30163, -2.44211, 5.93509], [2.88461, -0.32362, 5.44604], [2.91746, 0.16625, 3.78520], [5.26300, -1.16540, 5.17815], [5.12670, 0.59711, 5.04819], [5.02989, 0.21582, 2.60400], [7.29822, 0.48528, 3.60271], [7.18508, -0.44713, 2.07694], [7.00327, -2.55061, 3.60011], [7.50036, -1.45642, 4.90246], [9.43547, -2.57732, 5.13568], [10.59587, -2.55307, 3.76252], [9.19630, -3.64157, 3.71319], [-0.84771, 1.39423, 7.07747], [-1.12948, 0.58424, 5.96952], [-0.02007, -0.17075, 5.53306], [-0.56450, -1.28566, 4.67251], [-1.47073, -2.13994, 5.40680], [-1.76742, -3.39540, 4.78358], [-2.64519, -4.20426, 5.66833], [-3.88676, -3.55308, 5.77483], [-4.83537, -4.36540, 6.36865], [-0.02241, 2.09121, 6.86738], [-0.67105, 0.78988, 7.96961], [-1.72626, 2.02414, 7.23025], [0.52357, -0.55121, 6.41070], [0.60593, 0.48664, 4.90889], [0.27023, -1.87601, 4.27936], [-1.06366, -0.78556, 3.82038], [-2.30075, -1.65808, 5.71502], [-0.85166, -3.97545, 4.62657], [-2.25924, -3.24835, 3.80416], [-2.19747, -4.24352, 6.67569], [-2.75964, -5.24270, 5.32223], [-5.67322, -3.72942, 6.64083], [-4.45002, -4.83026, 7.28401], [-5.16421, -5.13323, 5.66101], [-6.76608, 4.15384, -7.62536], [-6.15191, 4.74222, -6.50154], [-4.85214, 4.27542, -6.30527], [-4.29639, 4.99244, -5.13090], [-2.92137, 4.57736, -4.81823], [-2.78950, 3.16113, -4.43240], [-1.60738, 2.96282, -3.57995], [-1.68500, 3.82509, -2.47585], [-0.94555, 3.36959, -1.38435], [-7.71978, 4.65417, -7.76974], [-6.94652, 3.07624, -7.47806], [-6.15772, 4.25592, -8.53610], [-4.21629, 4.44448, -7.18539], [-4.88077, 3.19537, -6.07890], [-4.99142, 4.93311, -4.27005], [-4.27071, 6.07604, -5.32268], [-2.57803, 5.12847, -4.04104], [-2.61072, 2.55362, -5.32806], [-3.67507, 2.76554, -3.91014], [-0.67322, 3.14129, -4.13831], [-1.55845, 1.91350, -3.24796], [-1.51151, 2.66981, -0.75210], [-0.77764, 4.21325, -0.70375], [0.01767, 2.92755, -1.65429], [1.69369, 1.56932, -3.81091], [1.80773, 0.23351, -3.41650], [0.56275, -0.29665, -3.03012], [0.65375, -1.78945, -2.82373], [1.43607, -2.12454, -1.63410], [1.51071, -3.54855, -1.42513], [2.37204, -3.85770, -0.23191], [1.93746, -3.27179, 0.98968], [0.76456, -3.86168, 1.51670], [2.61873, 1.82648, -4.33543], [1.63441, 2.23779, -2.94005], [0.85758, 1.72374, -4.49661], [-0.16013, -0.09778, -3.83530], [0.20403, 0.19509, -2.10805], [1.12054, -2.25220, -3.69540], [-0.39253, -2.13269, -2.72673], [0.95291, -1.70681, -0.83895], [1.98772, -4.00704, -2.29870], [0.50992, -4.01482, -1.35418], [3.36118, -3.44546, -0.45639], [2.48489, -4.94849, -0.15207], [0.87259, -4.94128, 1.61937], [-0.10815, -3.61729, 0.89657], [0.54517, -3.38498, 2.47251], [0.55020, 3.89621, 2.19943], [1.68418, 4.09900, 1.35771], [1.71936, 5.40689, 0.73456], [2.98237, 5.45885, -0.07756], [2.90662, 4.66584, -1.29362], [4.15205, 4.80028, -2.07313], [3.95758, 4.15174, -3.45981], [2.79900, 4.58388, -4.11344], [2.89877, 5.92012, -4.54534], [0.67508, 2.92981, 2.68224], [-0.35241, 3.83074, 1.59005], [0.50303, 4.68536, 2.94876], [1.70488, 6.17360, 1.51525], [0.82691, 5.49473, 0.10071], [3.79709, 5.06196, 0.54143], [3.21534, 6.52954, -0.21741], [2.18219, 5.00519, -1.93120], [4.95265, 4.17587, -1.62991], [4.57005, 5.81387, -2.08118], [3.91416, 3.07208, -3.32613], [4.81701, 4.38493, -4.10670], [3.78102, 6.07052, -5.18851], [2.92991, 6.62737, -3.70746], [2.03675, 6.14360, -5.16926], [-2.96902, -1.04437, -0.82115], [-3.92140, -2.04374, -1.12248], [-5.14956, -1.52190, -1.52376], [-6.03040, -2.66672, -1.92921], [-5.51826, -3.29990, -3.15971], [-6.05380, -4.64172, -3.32804], [-5.23473, -5.44057, -4.31689], [-3.91016, -5.49191, -3.82654], [-3.09795, -6.34040, -4.57731], [-3.22257, -0.36385, -0.00910], [-2.74888, -0.50926, -1.76391], [-2.03836, -1.57085, -0.60421], [-5.05166, -0.80947, -2.35983], [-5.63932, -0.97573, -0.70038], [-7.04780, -2.30044, -2.11203], [-6.09360, -3.38551, -1.09128], [-4.51912, -3.42675, -2.97720], [-7.11315, -4.60446, -3.58315], [-5.97116, -5.18492, -2.36262], [-5.24158, -4.96085, -5.30921], [-5.64766, -6.45473, -4.39900], [-3.39599, -7.39955, -4.48559], [-2.07085, -6.24621, -4.23668], [-3.14205, -6.10280, -5.65429]],
  "mulliken_charge": [0.77, 0.73, -0.40, -0.03, -0.36, 0.26, -0.14, -0.96, 0.06, -0.15, -0.75, 0.26, -0.72, -0.38, -0.35, -0.72, 0.19, 0.31, 0.34, 0.37, -0.21, 0.31, 0.38, 0.08, 0.24, 0.37, 0.27, 0.31, 0.31, 0.26, 0.30, -0.79, -0.40, -0.77, 0.36, -0.21, -0.13, -0.82, -0.30, -0.78, 0.29, 0.31, 0.29, 0.52, 0.12, -0.52, 0.39, 0.31, 0.22, 0.21, 0.33, 0.43, 0.24, 0.32, 0.29, -0.71, -0.32, -0.29, -0.67, -0.36, -0.89, 0.44, -0.45, -0.69, 0.26, 0.28, 0.29, 0.30, 0.28, 0.30, 0.36, 0.28, 0.27, 0.41, -0.08, 0.07, 0.32, 0.15, 0.21, -0.19, -0.48, 0.31, -1.08, -0.16, -0.75, -0.70, -0.15, -0.33, 0.40, -0.29, 0.30, 0.46, -0.23, 0.50, 0.32, 0.53, 0.53, 0.27, 0.30, 0.44, 0.39, 0.21, -0.32, -0.52, -0.14, -0.42, -0.95, 0.27, -0.94, -0.58, -0.22, -0.80, -0.13, 0.20, 0.43, 0.44, 0.21, 0.37, 0.54, 0.08, 0.31, 0.38, 0.26, 0.50, 0.34, 0.30, 0.26, -0.35, -0.26, -0.57, -0.72, -0.42, -0.60, -0.66, -0.25, -0.75, 0.36, 0.20, -0.15, 0.29, 0.44, 0.39, 0.36, 0.28, 0.38, 0.32, 0.37, 0.46, 0.28, 0.21, 0.31]
}

=====

2.
{
  "formula": "C3H13NO2S2",
  "method": "ωB97M-V/def2-TZVPD",
  "total_energy_ev": -30576.9782,
  "charge": 0,
  "homo_lumo_gap_ev": 9.4,
  "lumo_energy_ha": 0.0203,
  "e_above_lowest_ev": 0.846,
  "smiles": "CNCCSS.O.O",
  "symbols": ["S", "S", "C", "C", "N", "C", "H", "H", "H", "H", "H", "H", "H", "H", "H", "H", "H", "O", "H", "H", "O"],
  "positions_angstrom": [[-2.31600, -2.18959, -2.37634], [-0.67822, -1.12423, -1.89081], [-1.24898, 0.27960, -0.88675], [-1.89659, -0.11442, 0.44651], [-1.31943, -1.29952, 1.06894], [0.04281, -1.04150, 1.58112], [-2.84734, -1.46900, -3.38211], [-0.32436, 0.86202, -0.82992], [-1.98465, 0.87951, -1.43031], [-2.96174, -0.20986, 0.27811], [-1.82787, 0.74064, 1.13531], [-1.87934, -1.51141, 1.87941], [0.71950, -1.77506, 1.14153], [0.12687, -1.24222, 2.64968], [0.36951, -0.07147, 1.24693], [2.42635, -0.05038, 0.07115], [3.21814, 0.09633, 1.36303], [3.22444, 0.34947, 0.43465], [3.10980, 2.25695, -0.47126], [3.37080, 3.63159, -1.11873], [2.67631, 3.00256, -0.91014]],
  "nbo_charge": [-0.13, 0.10, -0.55, -0.24, -0.62, -0.44, 0.11, 0.23, 0.23, 0.21, 0.17, 0.36, 0.19, 0.20, 0.18, 0.48, 0.48, -0.95, 0.49, 0.47, -0.96]
}

=====

3.
{
  "formula": "C4H9NO",
  "method": "ωB97M-V/def2-TZVPD",
  "multiplicity": 2,
  "total_energy_ev": -7828.3421,
  "s_squared": 0.7531,
  "charge": -1,
  "homo_lumo_gap_ev": [3.4, 6.7],
  "lumo_energy_ha": [0.1434, 0.1412],
  "e_above_lowest_ev": 1.603,
  "symbols": ["C", "N", "C", "C", "C", "O", "H", "H", "H", "H", "H", "H", "H", "H", "H"],
  "positions_angstrom": [[-0.77174, -1.39696, 0.33045], [-0.47023, -0.11103, -0.37865], [0.17142, -0.25714, -1.78310], [0.48313, 0.78923, 0.27106], [-0.09644, 1.43286, 1.65085], [0.65753, 2.17059, 2.34786], [-0.12666, -1.50518, 1.23431], [-1.82742, -1.33647, 0.67788], [-0.47827, -2.23444, -0.29817], [-0.15556, 0.70203, -2.18792], [0.00948, -1.04596, -2.46830], [1.27114, -0.01757, -1.84863], [0.76130, 1.62469, -0.32759], [1.45078, 0.40214, 0.65509], [-0.87847, 0.78321, 2.12487]],
  "lowdin_spin": [0.01, 0.01, 0.01, 0.09, 0.48, 0.31, 0.00, 0.00, 0.00, 0.00, 0.00, 0.00, 0.01, 0.02, 0.06]
}

=====

4.
{
  "formula": "C15H44N4O19",
  "method": "ωB97M-V/def2-TZVPD",
  "total_energy_ev": -61117.5871,
  "charge": 0,
  "homo_lumo_gap_ev": 9.6,
  "lumo_energy_ha": -0.0182,
  "e_above_lowest_ev": 0.529,
  "smiles": "C[N+](=O)[O-].C[N+](=O)[O-].C[N+](=O)[O-].C[N+](=O)[O-].COC(=O)OC.COC(=O)OC.CO.CO.CO.CO.CO",
  "symbols": ["C", "O", "H", "H", "H", "H", "C", "O", "H", "H", "H", "H", "C", "O", "H", "H", "H", "H", "C", "O", "H", "H", "H", "H", "C", "O", "H", "H", "H", "H", "C", "N", "O", "O", "H", "H", "H", "C", "N", "O", "O", "H", "H", "H", "C", "N", "O", "O", "H", "H", "H", "C", "N", "O", "O", "H", "H", "H", "C", "O", "C", "O", "O", "C", "H", "H", "H", "H", "H", "H", "C", "O", "C", "O", "O", "C", "H", "H", "H", "H", "H", "H"],
  "positions_angstrom": [[-19.01618, -5.59456, -11.94217], [-20.05708, -4.63302, -12.16575], [-18.34459, -5.15776, -11.18514], [-19.42521, -6.41045, -11.34779], [-18.42746, -5.86774, -12.81277], [-19.68423, -3.94676, -12.72756], [-15.03160, -10.88157, -9.13828], [-14.91756, -9.48342, -9.04919], [-14.60345, -11.21534, -10.08874], [-14.41843, -11.41636, -8.39884], [-16.07695, -11.20010, -9.06593], [-15.42386, -9.13184, -8.28974], [-22.22989, -6.62014, -5.87569], [-23.28826, -6.06547, -5.08222], [-21.57148, -7.22049, -5.23274], [-22.63830, -7.36526, -6.56897], [-21.65536, -5.88771, -6.43492], [-23.94376, -6.76082, -4.99809], [-16.78541, -9.16308, -5.53478], [-16.17441, -8.67086, -6.73191], [-16.18596, -8.88933, -4.66440], [-17.83422, -8.94365, -5.34727], [-16.64736, -10.23929, -5.65510], [-16.45186, -7.74788, -6.85209], [-22.77386, -6.16292, -9.33198], [-21.51301, -6.25280, -9.95830], [-22.86396, -7.14636, -8.86527], [-22.86656, -5.43595, -8.51028], [-23.66045, -5.90314, -9.92318], [-21.33804, -5.39860, -10.39091], [-21.21365, -10.26677, -4.04314], [-21.03439, -10.18000, -2.56888], [-20.11599, -10.79447, -2.07684], [-21.81236, -9.49501, -1.94632], [-21.33189, -11.29278, -4.36702], [-20.51067, -9.63882, -4.57752], [-22.19503, -9.80236, -4.16454], [-16.15764, -9.05698, -12.22586], [-16.25642, -7.68498, -11.73095], [-15.94358, -6.78541, -12.46244], [-16.64298, -7.54053, -10.60933], [-17.16293, -9.45712, -12.33123], [-15.59625, -9.63598, -11.49970], [-15.68026, -9.05046, -13.19871], [-19.53587, -8.99618, -9.15835], [-19.68643, -8.36404, -7.81211], [-20.40730, -8.93728, -7.01266], [-18.82828, -7.56187, -7.49375], [-20.51223, -9.38053, -9.45588], [-18.84394, -9.82414, -9.06250], [-19.24445, -8.24282, -9.87812], [-23.48541, -10.18772, -7.41475], [-22.74270, -11.47400, -7.34097], [-22.13581, -11.77130, -8.34982], [-22.78873, -12.12390, -6.33185], [-23.85303, -9.99490, -6.40296], [-24.39001, -10.26573, -8.00850], [-22.80209, -9.39966, -7.69850], [-21.55314, -8.01107, -12.75414], [-21.32560, -8.46255, -14.09436], [-20.32935, -9.30714, -14.27716], [-19.56062, -9.66673, -13.43521], [-20.34555, -9.67032, -15.54970], [-19.18336, -10.34900, -16.02539], [-21.17244, -6.99337, -12.74080], [-20.97257, -8.54336, -12.00666], [-22.62163, -8.06600, -12.59997], [-18.30196, -9.98019, -15.50478], [-19.08657, -10.06211, -17.07254], [-19.26106, -11.43233, -15.98413], [-14.83086, -5.92140, -8.84353], [-15.58063, -5.67722, -7.62139], [-16.74483, -5.06138, -7.67396], [-17.23746, -4.52390, -8.60844], [-17.25639, -5.12482, -6.45715], [-18.54002, -4.57830, -6.28420], [-13.81064, -5.60799, -8.58084], [-15.11995, -5.24128, -9.63872], [-14.80562, -6.99622, -8.97723], [-18.60739, -3.54066, -6.60687], [-18.74710, -4.62963, -5.22081], [-19.31163, -5.12831, -6.81918]],
  "mulliken_charge": [-0.40, -0.55, 0.36, -0.17, 0.44, 0.30, -0.77, -0.46, 0.30, 0.31, 0.24, 0.47, 0.22, -0.56, 0.27, -0.25, 0.01, 0.31, -0.61, -0.50, 0.27, 0.09, 0.31, 0.15, -0.54, -0.13, -0.08, 0.32, 0.33, 0.15, -0.47, 0.98, -0.57, -0.56, 0.27, 0.09, 0.25, -0.51, 0.78, -0.58, -0.13, 0.26, 0.00, 0.31, -0.47, 0.89, -0.40, -0.22, 0.28, 0.36, -0.33, -0.51, 1.01, -0.56, -0.57, 0.28, 0.37, -0.10, -0.30, -0.35, 0.81, -0.58, -0.35, -0.61, 0.18, 0.12, 0.31, 0.26, 0.25, 0.28, -0.36, -0.43, 0.95, -0.58, -0.34, -0.44, 0.28, 0.35, -0.01, 0.37, 0.24, -0.02]
}

=====

Copy entry 2 word for word.
{
  "formula": "C3H13NO2S2",
  "method": "ωB97M-V/def2-TZVPD",
  "total_energy_ev": -30576.9782,
  "charge": 0,
  "homo_lumo_gap_ev": 9.4,
  "lumo_energy_ha": 0.0203,
  "e_above_lowest_ev": 0.846,
  "smiles": "CNCCSS.O.O",
  "symbols": ["S", "S", "C", "C", "N", "C", "H", "H", "H", "H", "H", "H", "H", "H", "H", "H", "H", "O", "H", "H", "O"],
  "positions_angstrom": [[-2.31600, -2.18959, -2.37634], [-0.67822, -1.12423, -1.89081], [-1.24898, 0.27960, -0.88675], [-1.89659, -0.11442, 0.44651], [-1.31943, -1.29952, 1.06894], [0.04281, -1.04150, 1.58112], [-2.84734, -1.46900, -3.38211], [-0.32436, 0.86202, -0.82992], [-1.98465, 0.87951, -1.43031], [-2.96174, -0.20986, 0.27811], [-1.82787, 0.74064, 1.13531], [-1.87934, -1.51141, 1.87941], [0.71950, -1.77506, 1.14153], [0.12687, -1.24222, 2.64968], [0.36951, -0.07147, 1.24693], [2.42635, -0.05038, 0.07115], [3.21814, 0.09633, 1.36303], [3.22444, 0.34947, 0.43465], [3.10980, 2.25695, -0.47126], [3.37080, 3.63159, -1.11873], [2.67631, 3.00256, -0.91014]],
  "nbo_charge": [-0.13, 0.10, -0.55, -0.24, -0.62, -0.44, 0.11, 0.23, 0.23, 0.21, 0.17, 0.36, 0.19, 0.20, 0.18, 0.48, 0.48, -0.95, 0.49, 0.47, -0.96]
}

=====

- Among the records above, which one has the lowest charge?
  C4H9NO

=====

Copy entry 2 word for word.
{
  "formula": "C3H13NO2S2",
  "method": "ωB97M-V/def2-TZVPD",
  "total_energy_ev": -30576.9782,
  "charge": 0,
  "homo_lumo_gap_ev": 9.4,
  "lumo_energy_ha": 0.0203,
  "e_above_lowest_ev": 0.846,
  "smiles": "CNCCSS.O.O",
  "symbols": ["S", "S", "C", "C", "N", "C", "H", "H", "H", "H", "H", "H", "H", "H", "H", "H", "H", "O", "H", "H", "O"],
  "positions_angstrom": [[-2.31600, -2.18959, -2.37634], [-0.67822, -1.12423, -1.89081], [-1.24898, 0.27960, -0.88675], [-1.89659, -0.11442, 0.44651], [-1.31943, -1.29952, 1.06894], [0.04281, -1.04150, 1.58112], [-2.84734, -1.46900, -3.38211], [-0.32436, 0.86202, -0.82992], [-1.98465, 0.87951, -1.43031], [-2.96174, -0.20986, 0.27811], [-1.82787, 0.74064, 1.13531], [-1.87934, -1.51141, 1.87941], [0.71950, -1.77506, 1.14153], [0.12687, -1.24222, 2.64968], [0.36951, -0.07147, 1.24693], [2.42635, -0.05038, 0.07115], [3.21814, 0.09633, 1.36303], [3.22444, 0.34947, 0.43465], [3.10980, 2.25695, -0.47126], [3.37080, 3.63159, -1.11873], [2.67631, 3.00256, -0.91014]],
  "nbo_charge": [-0.13, 0.10, -0.55, -0.24, -0.62, -0.44, 0.11, 0.23, 0.23, 0.21, 0.17, 0.36, 0.19, 0.20, 0.18, 0.48, 0.48, -0.95, 0.49, 0.47, -0.96]
}

=====

- Which value of charge does entry 1 give?
  +1